The following is a DFT calculation (ωB97M-V/def2-TZVPD) of 2 unconnected molecules or ions with the total composition C7H18INO2P.

The geometry in XYZ format:
```
30
Properties=species:S:1:pos:R:3:forces:R:3:lowdin_charge:R:1
P -2.175270 -4.663593 -2.459829 -1.566 1.643 -1.554 0.59
H -1.214123 -0.553355 0.520216 0.057 -0.635 -0.343 0.14
H -0.079995 1.257280 1.369461 0.568 0.533 -1.020 0.12
C -0.585316 -0.648158 -0.387040 -1.630 -0.620 0.780 -0.25
N -0.001565 3.629583 2.039202 -1.586 0.816 -3.986 -0.02
H 3.286501 3.128054 1.540630 0.670 0.633 0.934 0.09
H -0.484451 -2.713610 -0.362954 0.854 0.947 0.516 0.12
H 2.610468 0.922732 1.621306 -1.196 1.025 -1.604 0.15
O -2.582265 -3.446406 -1.543346 1.210 -1.085 0.206 -0.34
C 0.755839 -0.151936 -0.035332 -1.456 -0.362 -0.207 -0.22
H -4.207066 -6.172769 -2.185760 0.599 0.554 -0.342 0.07
H -1.150357 -0.210235 -1.151424 -0.339 1.863 -1.063 0.12
H 1.004461 -0.912862 0.763267 0.966 1.226 -0.732 0.15
H 2.570485 1.412916 -0.197560 0.454 0.422 1.049 0.10
H 0.257985 1.955779 -0.346082 -0.171 -0.184 0.372 0.12
C 2.248517 3.092531 1.288193 0.621 -2.036 -0.945 -0.22
H -0.839145 3.432499 2.528857 -0.170 -0.313 0.520 0.07
H -3.251119 -6.124528 -3.820815 -0.133 -0.564 -0.075 0.02
C 2.129664 1.615579 0.809143 -1.635 0.455 0.131 -0.18
H -1.728673 -2.863056 -1.365432 -0.949 0.748 -0.053 0.00
C 0.581563 1.291029 0.464260 2.600 -1.964 1.723 -0.19
C 1.305347 3.379877 2.425770 2.872 2.283 2.350 -0.36
C -3.459789 -5.695868 -2.850104 1.083 0.459 0.302 -0.11
H -0.113140 3.730700 0.982905 -0.119 -0.170 2.519 0.11
H 1.358350 -0.117702 -0.940816 0.539 -0.570 0.302 0.12
I -1.037410 -3.397806 -4.363560 -0.656 -1.293 1.066 0.59
H 1.723609 4.326726 2.929520 -0.273 -0.900 -0.536 0.12
H 2.202267 3.785960 0.452078 -0.652 0.189 -0.111 0.11
O -0.596424 -1.962930 -0.975444 -0.064 -2.585 0.183 -0.12
H 1.471052 2.673568 3.250690 -0.498 -0.516 -0.384 0.12
```
Positions in Å, forces in eV/Å.

Output
LUMO (spin up / spin down) (eV): -6.9785 / -6.9812
Net charge: +1
ΔE to the lowest compared entry with this formula, charge and spin (kcal per mole): 57.4
HOMO (spin up / spin down) (eV): -10.16 / -10.16